C36H35N8O4SSn as an isolated structure at a distorted geometry, computed with wB97M-V/def2-TZVPD.

The frontier orbital gap is 6.790 eV. The value obtained for the HOMO energy is -4.4 eV. As for the multiplicity: 1. As for the total charge: -1. The strongest force on any atom is 1.2 eV/A.

CARTESIAN COORDINATES (ANGSTROEM)
Sn1 -0.416 0.252 -0.384
C1 -3.966 -2.766 4.153
C2 -2.632 -2.022 4.114
N1 -2.743 -0.748 3.433
C3 -2.513 -0.597 2.110
S1 -2.338 1.021 1.548
N2 -2.552 -1.688 1.375
N3 -2.089 -1.601 0.130
C4 -2.290 -2.588 -0.678
C5 -3.100 -3.792 -0.282
C6 -1.654 -2.530 -1.986
C7 -1.885 -3.506 -2.966
C8 -1.231 -3.416 -4.178
C9 -0.349 -2.368 -4.403
C10 -0.177 -1.446 -3.384
N4 -0.810 -1.520 -2.228
H1 -3.830 -3.773 4.547
H2 -4.369 -2.828 3.144
H3 -4.681 -2.231 4.779
H4 -1.887 -2.617 3.583
H5 -2.272 -1.839 5.128
H6 -2.770 0.103 3.965
H7 -3.288 -3.724 0.786
H8 -2.558 -4.715 -0.493
H9 -4.058 -3.811 -0.806
H10 -2.575 -4.315 -2.780
H11 -1.407 -4.158 -4.947
H12 0.174 -2.268 -5.343
H13 0.498 -0.604 -3.498
O1 -4.663 0.881 -2.048
C11 -4.758 2.200 -1.836
C12 -6.028 2.771 -1.725
C13 -6.171 4.122 -1.488
C14 -5.052 4.939 -1.361
C15 -3.791 4.390 -1.486
C16 -3.622 3.028 -1.732
C17 -2.269 2.438 -1.838
O2 -2.136 1.179 -2.020
N5 -1.253 3.290 -1.835
N6 -0.062 2.689 -1.818
C18 0.966 3.337 -2.226
C19 2.251 2.660 -2.330
C20 3.397 3.352 -2.732
C21 4.577 2.656 -2.914
C22 4.596 1.290 -2.684
C23 3.417 0.684 -2.273
N7 2.281 1.338 -2.111
H14 -3.682 0.687 -2.044
H15 -6.889 2.121 -1.818
H16 -7.167 4.537 -1.393
H17 -5.174 5.996 -1.160
H18 -2.899 4.992 -1.392
H19 0.897 4.370 -2.572
H20 3.346 4.421 -2.892
H21 5.473 3.172 -3.237
H22 5.497 0.709 -2.820
H23 3.371 -0.382 -2.076
O3 0.865 -1.600 2.568
C24 1.366 -1.982 1.494
O4 0.939 -1.738 0.333
C25 2.668 -2.773 1.554
C26 3.330 -2.960 2.761
C27 4.576 -3.570 2.786
C28 5.165 -3.996 1.604
C29 4.499 -3.828 0.398
C30 3.255 -3.217 0.375
H24 2.862 -2.602 3.669
H25 5.101 -3.702 3.724
H26 6.148 -4.450 1.619
H27 4.957 -4.158 -0.526
H28 2.723 -3.054 -0.553
N8 0.867 1.253 2.152
C31 2.099 1.862 2.242
C32 3.278 1.109 2.219
C33 4.510 1.736 2.189
C34 4.600 3.121 2.198
C35 3.437 3.874 2.273
C36 2.201 3.258 2.299
H29 0.082 1.797 2.475
H30 0.816 0.265 2.410
H31 3.208 0.029 2.204
H32 5.413 1.139 2.146
H33 5.566 3.609 2.152
H34 3.493 4.955 2.314
H35 1.291 3.846 2.339